{
  "formula": "C9H28CdNO6",
  "method": "the ωB97M-V functional and the def2-TZVPD basis",
  "multiplicity": 1,
  "energy_ev": -28116.7632,
  "homo_lumo_gap_ev": 4.63,
  "total_charge": 1,
  "max_force_ev_per_a": 4.63,
  "e_homo_ev": -8.5,
  "relative_energy_ev": 2.955,
  "symbols": ["Cd", "O", "O", "O", "O", "O", "O", "N", "C", "C", "C", "C", "C", "C", "C", "C", "C", "H", "H", "H", "H", "H", "H", "H", "H", "H", "H", "H", "H", "H", "H", "H", "H", "H", "H", "H", "H", "H", "H", "H", "H", "H", "H", "H", "H"],
  "coordinates": [[-2.4450, -0.8212, -1.0408], [-3.4347, 0.9708, -1.1691], [-0.4221, 0.2680, -0.8123], [-2.5942, -0.4499, 1.0301], [-1.6951, -2.7970, -0.5993], [-4.4074, -1.6697, -1.0785], [-2.3989, -1.2240, -3.0795], [0.8600, 0.6559, -0.2085], [3.3922, 1.0782, 1.3413], [0.7709, 1.5918, 0.9672], [1.9504, -0.3156, -0.3267], [1.8073, -1.6119, 0.5298], [2.1760, -0.7119, -1.7562], [0.0187, 0.8623, 2.1809], [2.2185, 2.0787, 1.4254], [3.3496, 0.3069, 0.0218], [0.0148, 2.9223, 0.6872], [-1.8890, 0.1219, 1.3334], [-4.4268, -2.6090, -1.2617], [2.4793, 3.0170, 0.9360], [-1.0057, 2.6564, 0.4114], [-1.0465, 1.0080, 2.3606], [4.4328, 1.3680, 1.4876], [4.1210, -0.4568, 0.1214], [-0.8595, -3.1911, -0.3489], [-2.2671, -3.5426, -0.7814], [-3.7265, 1.5999, -0.5093], [-0.0002, -0.2069, 1.9701], [2.6128, -2.2947, 0.2595], [-3.2091, -1.6220, -3.3980], [0.0352, 3.6182, 1.5258], [1.2961, -1.2852, -2.0480], [1.7856, -1.4878, 1.6125], [0.4210, 3.3769, -0.2165], [-1.8398, -1.1649, -3.8542], [0.8442, -2.0856, 0.3392], [-3.8266, 1.2803, -1.9857], [-5.2841, -1.4712, -0.7495], [2.2633, 0.1616, -2.4023], [2.1762, 2.2369, 2.5030], [-2.7417, -1.0552, 1.7568], [3.6783, 1.0367, -0.7181], [0.5666, 0.7804, 3.1196], [3.2244, 0.4708, 2.2306], [3.0248, -1.3938, -1.8069]]
}

---

{
  "formula": "C9H28FFeO5S4",
  "method": "the ωB97M-V functional and the def2-TZVPD basis",
  "s2": 6.01,
  "multiplicity": 5,
  "energy_ev": -100461.9167,
  "homo_lumo_gap_ev": [9.16, 7.66],
  "total_charge": 1,
  "max_force_ev_per_a": 3.42,
  "e_homo_ev": [-11.3, -9.8],
  "relative_energy_ev": 2.725,
  "symbols": ["Fe", "S", "S", "S", "S", "F", "O", "O", "O", "O", "O", "C", "C", "C", "C", "C", "C", "C", "C", "C", "H", "H", "H", "H", "H", "H", "H", "H", "H", "H", "H", "H", "H", "H", "H", "H", "H", "H", "H", "H", "H", "H", "H", "H", "H", "H", "H", "H"],
  "coordinates": [[20.2140, -24.7698, -33.5321], [20.8153, -27.9910, -34.5179], [19.6279, -21.5573, -32.0628], [17.8032, -26.2545, -31.8219], [22.1373, -25.8460, -30.8117], [19.4152, -23.7673, -35.1217], [21.2551, -25.6260, -32.0452], [22.1331, -24.0668, -34.2961], [18.6297, -25.2404, -32.4837], [20.1992, -22.9798, -32.1949], [20.1793, -26.6357, -34.3416], [23.9129, -25.7411, -31.3938], [19.6499, -21.0356, -30.2646], [22.4091, -24.1066, -35.6596], [18.9832, -27.5585, -31.1831], [22.0636, -24.2364, -29.8579], [19.4968, -28.8872, -35.5618], [16.9573, -27.3904, -33.1306], [17.8267, -21.7798, -32.2311], [22.0880, -27.7365, -35.8469], [17.5991, -22.3609, -33.1248], [17.2644, -20.8484, -32.1645], [24.5476, -25.8498, -30.5143], [22.5633, -28.7025, -36.0177], [23.9531, -24.7355, -31.8124], [18.6611, -29.3430, -35.0308], [20.5152, -21.4562, -29.7523], [18.5004, -28.5301, -31.0780], [21.7685, -27.2931, -36.7900], [19.0425, -28.1683, -36.2436], [22.8745, -23.6926, -33.8145], [21.5035, -24.0911, -36.2661], [19.4396, -27.2125, -30.2557], [19.8699, -29.5564, -36.3371], [24.1531, -26.4344, -32.1999], [19.6722, -19.9464, -30.2294], [22.8720, -27.0940, -35.4463], [22.4746, -23.2957, -30.2243], [22.9826, -25.0325, -35.7020], [19.7720, -27.7808, -31.9017], [16.0720, -26.8444, -33.4568], [17.4080, -27.5708, -34.1066], [23.0584, -23.2742, -35.9309], [18.8112, -21.4386, -29.6970], [20.9984, -24.0260, -29.7624], [22.6178, -24.4324, -28.9400], [16.6919, -28.3555, -32.6991], [17.5718, -22.4897, -31.4443]]
}

---

{
  "formula": "C9H28N2O4",
  "method": "the ωB97M-V functional and the def2-TZVPD basis",
  "multiplicity": 1,
  "energy_ev": -20955.2635,
  "homo_lumo_gap_ev": 9.74,
  "total_charge": 0,
  "max_force_ev_per_a": 2.37,
  "smiles": "COC[C@H](C)N.COC[C@H](C)N.CO.O",
  "e_homo_ev": -9.1,
  "relative_energy_ev": 0.370,
  "symbols": ["O", "O", "O", "O", "N", "N", "C", "C", "C", "C", "C", "C", "C", "C", "C", "H", "H", "H", "H", "H", "H", "H", "H", "H", "H", "H", "H", "H", "H", "H", "H", "H", "H", "H", "H", "H", "H", "H", "H", "H", "H", "H", "H"],
  "coordinates": [[2.2258, -0.1978, -1.0571], [-4.5266, -2.6743, 0.2386], [0.5924, 0.6524, 0.9480], [-0.6628, 2.3237, 2.7417], [-1.6835, -0.2477, -0.3325], [5.3586, 1.6119, -1.2941], [-2.3730, -1.3587, 0.3965], [-3.8057, -1.5036, -0.1946], [3.6205, -0.1277, -1.2726], [3.0998, 2.4387, -1.7458], [-5.6812, -2.9327, -0.5706], [0.2784, 2.6137, 3.6837], [3.9701, 1.3790, -1.0283], [-2.2989, -1.0406, 1.8249], [1.6253, -1.3221, -1.7366], [3.9629, -0.4898, -2.2420], [3.1032, 2.3108, -2.8283], [-2.1414, 0.6519, -0.2978], [-3.5589, -1.5328, -1.2559], [-0.2011, 1.7724, 2.1058], [-6.1751, -3.8603, -0.2812], [-2.7684, -0.0815, 2.0435], [-2.7622, -1.8535, 2.3840], [-1.7483, -0.4305, -1.3237], [4.1634, -0.7804, -0.5890], [0.5945, -0.9714, -1.7853], [0.3192, 1.7669, 4.3688], [-5.3044, -3.0739, -1.5836], [1.2587, 2.8187, 3.2536], [-4.3906, -0.5970, -0.0396], [-6.4819, -2.2027, -0.4522], [-0.1569, 3.4704, 4.1982], [5.5921, 1.1117, -2.1398], [1.8966, -1.4307, -2.7867], [3.7806, 1.5915, 0.0239], [3.4147, 3.4561, -1.5141], [-1.3272, -0.9378, 2.3081], [1.7199, -2.2681, -1.2034], [1.3741, 0.4684, 0.4270], [-0.1165, 0.2091, 0.4819], [-1.7923, -2.2564, 0.1842], [5.9457, 1.1145, -0.6398], [2.0606, 2.4102, -1.4182]]
}

---

{
  "formula": "C9H28O5",
  "method": "the ωB97M-V functional and the def2-TZVPD basis",
  "s2": 0.75,
  "multiplicity": 2,
  "energy_ev": -20012.1019,
  "homo_lumo_gap_ev": [9.53, 2.58],
  "total_charge": 1,
  "max_force_ev_per_a": 4.62,
  "e_homo_ev": [-12.2, -12.2],
  "relative_energy_ev": 2.411,
  "symbols": ["O", "O", "O", "O", "O", "C", "C", "C", "C", "C", "C", "C", "C", "C", "H", "H", "H", "H", "H", "H", "H", "H", "H", "H", "H", "H", "H", "H", "H", "H", "H", "H", "H", "H", "H", "H", "H", "H", "H", "H", "H", "H"],
  "coordinates": [[1.0783, 1.9645, 0.3205], [2.4032, 1.4956, -2.0379], [-0.4705, -0.9953, -0.5585], [-2.0680, 1.5716, -5.4535], [-2.1763, -1.7622, 6.6388], [-0.8417, -0.2952, 5.1929], [-1.5634, 0.8814, -4.3404], [-2.1812, -1.0438, 5.3901], [-0.6554, -1.8359, 0.5365], [3.0106, 0.2138, -1.8698], [-0.2311, 1.5079, -3.9747], [3.3538, -0.2061, -3.3956], [1.4716, 1.4548, 1.5616], [-2.0904, -1.7933, 0.9872], [0.3085, 1.5693, -0.0953], [1.7210, 0.3937, 1.5620], [2.4281, -0.1257, -3.9655], [-1.5351, -0.1993, -4.4797], [0.0061, -0.9785, 5.1429], [-2.3485, 1.0269, -3.5983], [-2.3627, -1.7051, 4.5428], [-2.2097, -1.0426, 1.7684], [-0.8733, -1.4286, -1.3146], [3.8762, -1.1617, -3.3514], [-0.2608, 2.5902, -4.1007], [2.2434, 1.8717, -1.1692], [-2.7723, -1.3852, 0.2413], [0.6411, 1.7125, 2.2187], [0.0275, 1.3201, -2.9327], [2.3142, -0.5218, -1.4672], [3.9705, 0.2816, -1.3579], [-2.5758, 2.2984, -5.0854], [0.0008, -1.5414, 1.3556], [0.5721, 1.1241, -4.6037], [4.1008, 0.5133, -3.7312], [-3.0190, -0.3830, 5.6127], [-1.5342, -2.4623, 6.5003], [2.4057, 1.9464, 1.8337], [-2.4871, -2.7361, 1.3639], [-0.2982, -2.7528, 0.0678], [-0.6160, 0.5291, 5.8694], [-0.7628, 0.0891, 4.1760]]
}

---

- multiplicity of number 3 (C9H28N2O4)?
  1

---

- Which value of multiplicity does entry 2 give?
  5